Density functional theory data (wB97M-V/def2-TZVPD) for a single C4H5NO2 molecule.

For the frontier orbital gap, the calculation gives 9.744 eV. Its energy above the lowest of the compared OMol25 structures with the same formula, charge and spin is 1.910 eV. For the HOMO energy, the calculation gives -9.9968 eV.

Structure (ORCA input):
```
! wB97M-V def2-TZVPD RIJCOSX def2/J DEFGRID3
* xyz 0 1
O -0.3410 -0.3530 2.4144
C -1.2042 0.0945 1.7034
C -1.1045 0.1933 0.1802
O -1.9366 0.8418 -0.4198
N -0.0964 -0.5240 -0.4119
C 0.6703 -0.0129 -1.5173
C 1.3220 -0.3426 -0.2114
H -2.1486 0.5301 2.0829
H 0.5145 1.0340 -1.7652
H 0.7811 -0.6795 -2.3679
H 1.8966 -1.2597 -0.1129
H 1.6469 0.4780 0.4256
*
```

=====

Density functional theory data (wB97M-V/def2-TZVPD) for a single C4H5NO2 molecule.

For the frontier orbital gap, the calculation gives 8.579 eV. Its energy above the lowest of the compared OMol25 structures with the same formula, charge and spin is 1.146 eV. For the HOMO energy, the calculation gives -7.7840 eV.

Structure (ORCA input):
```
! wB97M-V def2-TZVPD RIJCOSX def2/J DEFGRID3
* xyz 0 1
N 1.3708 -0.8309 1.6547
C 0.4575 -0.3006 0.7514
C 0.5766 0.4447 -0.3822
C -0.7667 0.6034 -0.8629
O -1.1553 1.2503 -1.9952
C -1.5887 -0.0200 0.0124
O -0.8305 -0.5670 1.0255
H 1.2068 -1.8213 1.7976
H 2.3273 -0.6791 1.3641
H 1.4805 0.8354 -0.8303
H -0.4210 1.2216 -2.6206
H -2.6574 -0.1367 0.0855
*
```

=====

Density functional theory data (wB97M-V/def2-TZVPD) for a single C4H5NO2 molecule in a non-equilibrium geometry.

For the frontier orbital gap, the calculation gives 9.401 eV. Its energy above the lowest of the compared OMol25 structures with the same formula, charge and spin is 2.668 eV. For the HOMO energy, the calculation gives -8.5295 eV.

Structure (ORCA input):
```
! wB97M-V def2-TZVPD RIJCOSX def2/J DEFGRID3
* xyz 0 1
N 0.5410 1.4026 0.8676
C 0.2321 0.3299 0.0377
C -1.1855 0.0776 -0.4634
C -0.7505 -1.1947 0.0645
O 0.1359 -1.8300 -0.7464
C 1.1691 -0.6219 -0.5226
O 2.3051 -0.8018 -0.6552
H 0.5396 2.3028 0.4169
H 1.3949 1.2691 1.3935
H -1.9089 0.6021 0.1472
H -1.3877 0.1398 -1.5215
H -1.0851 -1.6755 0.9818
*
```

=====

Density functional theory data (wB97M-V/def2-TZVPD) for a single C4H5NO2 molecule.

For the frontier orbital gap, the calculation gives 9.621 eV. Its energy above the lowest of the compared OMol25 structures with the same formula, charge and spin is 3.322 eV. For the HOMO energy, the calculation gives -9.0238 eV.

Structure (ORCA input):
```
! wB97M-V def2-TZVPD RIJCOSX def2/J DEFGRID3
* xyz 0 1
O -2.4405 0.1494 0.1756
C -1.4114 -0.6671 0.0936
C -0.2927 0.0732 -0.5794
C 0.5383 0.7986 0.5238
N 1.7678 0.0148 0.6295
C 1.6968 -0.8672 -0.2745
O 0.6250 -0.9074 -1.0953
H -3.1180 -0.3438 0.6607
H -0.5965 0.7303 -1.4025
H 0.7668 1.8350 0.2553
H 0.0190 0.8107 1.4887
H 2.4454 -1.6266 -0.4754
*
```

=====

Density functional theory data (wB97M-V/def2-TZVPD) for a single C4H5NO2 molecule.

For the frontier orbital gap, the calculation gives 10.864 eV. Its energy above the lowest of the compared OMol25 structures with the same formula, charge and spin is 2.196 eV. For the HOMO energy, the calculation gives -10.2426 eV.

Structure (ORCA input):
```
! wB97M-V def2-TZVPD RIJCOSX def2/J DEFGRID3
* xyz 0 1
O -1.0117 1.4867 1.9827
C -0.6033 0.9275 0.9996
C 0.5014 -0.0704 0.9138
C 0.1185 -1.3161 0.1770
N 0.8646 -0.2878 -0.5003
C 0.2053 0.4387 -1.5468
O -0.6720 -0.0100 -2.2466
H -0.9749 1.1138 -0.0376
H 1.2598 -0.0700 1.7029
H -0.9244 -1.4057 -0.1124
H 0.6220 -2.2610 0.3921
H 0.6148 1.4545 -1.7243
*
```

=====

Density functional theory data (wB97M-V/def2-TZVPD) for C4H5NO2 as an isolated structure in a non-equilibrium geometry.

For the frontier orbital gap, the calculation gives 10.234 eV. Its energy above the lowest of the compared OMol25 structures with the same formula, charge and spin is 2.761 eV. For the HOMO energy, the calculation gives -9.9482 eV.

Structure (ORCA input):
```
! wB97M-V def2-TZVPD RIJCOSX def2/J DEFGRID3
* xyz 0 1
O -1.8842 -0.2421 1.2884
C -1.6725 -0.1622 0.0977
C -0.6014 0.6899 -0.4854
C 0.2177 1.3849 0.3081
N 1.8826 -0.4837 0.3892
C 1.0746 -1.1801 -0.2207
O 0.2988 -1.8316 -0.7984
H -2.2849 -0.7323 -0.6296
H -0.4886 0.6876 -1.5680
H 0.9985 2.0303 -0.0827
H 0.0901 1.3421 1.3869
H 2.3693 -1.5029 0.3145
*
```

=====

Density functional theory data (wB97M-V/def2-TZVPD) for a single C4H5NO2 molecule.

For the frontier orbital gap, the calculation gives 9.745 eV. Its energy above the lowest of the compared OMol25 structures with the same formula, charge and spin is 2.346 eV. For the HOMO energy, the calculation gives -9.1828 eV.

Structure (ORCA input):
```
! wB97M-V def2-TZVPD RIJCOSX def2/J DEFGRID3
* xyz 0 1
O 0.4726 -1.1557 -1.0476
C 1.3716 -0.3634 -0.3615
C 0.9862 0.4994 0.5772
C -1.0577 1.4569 0.2978
N -0.4072 0.5283 0.8592
C -0.6261 -1.6580 -0.3850
O -1.6975 -1.7097 -0.9061
H 2.3762 -0.4234 -0.7623
H 1.6837 1.1829 1.0562
H -2.1395 1.3653 0.2248
H -0.5713 2.3211 -0.1699
H -0.3910 -2.0437 0.6171
*
```

=====

Density functional theory data (wB97M-V/def2-TZVPD) for a single C4H5NO2 molecule.

For the frontier orbital gap, the calculation gives 10.604 eV. Its energy above the lowest of the compared OMol25 structures with the same formula, charge and spin is 1.227 eV. For the HOMO energy, the calculation gives -9.9448 eV.

Structure (ORCA input):
```
! wB97M-V def2-TZVPD RIJCOSX def2/J DEFGRID3
* xyz 0 1
O 2.2387 0.2105 1.4136
C 1.2734 0.7626 0.9453
C 0.5589 0.2301 -0.2771
C -0.1502 -1.1321 -0.0384
N -1.5494 -0.8836 -0.3861
C -1.6278 0.3417 -0.6754
O -0.5119 1.1165 -0.6353
H 0.8412 1.6833 1.3868
H 1.2697 0.1851 -1.1094
H 0.2661 -1.9256 -0.6640
H -0.0780 -1.4598 1.0047
H -2.5308 0.8712 -0.9647
*
```

=====

Density functional theory data (wB97M-V/def2-TZVPD) for a single C4H5NO2 molecule in a non-equilibrium geometry.

For the frontier orbital gap, the calculation gives 9.640 eV. Its energy above the lowest of the compared OMol25 structures with the same formula, charge and spin is 4.151 eV. For the HOMO energy, the calculation gives -9.7031 eV.

Structure (ORCA input):
```
! wB97M-V def2-TZVPD RIJCOSX def2/J DEFGRID3
* xyz 0 1
O 1.5753 0.2955 1.9350
C 0.4683 -0.1844 1.9120
C -0.4262 -0.3940 0.6798
O -1.0590 -1.4252 0.5144
N -0.7289 0.7654 -0.0099
C -0.6998 0.5116 -1.4116
C 0.5992 0.0466 -0.8576
H -0.0442 -0.5558 2.8117
H -0.6871 1.4437 -1.9494
H -1.3448 -0.2537 -1.8282
H 0.9044 -1.0008 -1.0690
H 1.4286 0.7072 -0.6926
*
```

=====

Density functional theory data (wB97M-V/def2-TZVPD) for a single C4H5NO2 molecule in a non-equilibrium geometry.

For the frontier orbital gap (spin up / spin down), the calculation gives 7.605 / 7.608 eV. Its energy above the lowest of the compared OMol25 structures with the same formula, charge and spin is 3.053 eV. For the HOMO energy (spin up / spin down), the calculation gives -8.2994 / -8.3037 eV.

Structure (ORCA input):
```
! wB97M-V def2-TZVPD RIJCOSX def2/J DEFGRID3
* xyz 0 1
C -1.4977 -0.3440 -0.7147
C -0.0981 0.0634 -0.3503
C 0.2554 1.3950 0.0337
O 1.3469 1.5757 0.5968
C 1.7785 -0.3406 1.3509
O 2.8901 -0.6353 1.5045
N 0.8625 -0.7842 -0.0269
H -1.5543 -0.7064 -1.7473
H -1.8555 -1.1472 -0.0589
H -2.1903 0.4982 -0.6209
H -0.5059 2.1884 0.0157
H 0.5684 -1.7630 0.0173
*
```

=====

Density functional theory data (wB97M-V/def2-TZVPD) for a single C4H5NO2 molecule.

For the frontier orbital gap, the calculation gives 9.785 eV. Its energy above the lowest of the compared OMol25 structures with the same formula, charge and spin is 2.131 eV. For the HOMO energy, the calculation gives -9.8517 eV.

Structure (ORCA input):
```
! wB97M-V def2-TZVPD RIJCOSX def2/J DEFGRID3
* xyz 0 1
O 0.4032 -2.1378 -0.5438
C -0.2861 -1.4877 -1.2912
C -0.5301 0.0137 -1.0877
O -0.8352 0.7711 -1.9848
N -0.4797 0.2864 0.2419
C 0.0566 1.4058 0.9461
C 0.6138 0.0052 1.1254
H -0.8046 -1.9392 -2.1518
H -0.5484 1.8000 1.7565
H 0.5095 2.1723 0.3122
H 1.5915 -0.2532 0.7245
H 0.3093 -0.6367 1.9526
*
```

=====

Density functional theory data (wB97M-V/def2-TZVPD) for a single C4H5NO2S molecule in a non-equilibrium geometry.

For the frontier orbital gap, the calculation gives 8.301 eV. Its energy above the lowest of the compared OMol25 structures with the same formula, charge and spin is 3.130 eV. For the HOMO energy, the calculation gives -7.8955 eV.

Structure (ORCA input):
```
! wB97M-V def2-TZVPD RIJCOSX def2/J DEFGRID3
* xyz 0 1
C -0.9643 1.6249 0.0302
C -0.1055 0.5001 -0.0622
C 2.0251 -0.0899 0.1375
C -0.0914 -0.8784 0.0111
H -0.7591 1.9129 1.1304
H -0.6806 2.5609 -0.6624
H -1.9471 1.2560 -0.2519
H -2.0079 -1.6415 -0.2847
H -0.5149 -2.9161 -0.3298
N -0.9884 -1.9077 -0.0411
O 1.2735 0.9996 0.0740
O 1.1860 -1.2313 0.3276
S 3.5747 -0.1895 -0.0786
*
```

=====

Density functional theory data (wB97M-V/def2-TZVPD) for a single C4H5NO2S molecule in a non-equilibrium geometry.

For the frontier orbital gap (spin up / spin down), the calculation gives 8.380 / 7.207 eV. Its energy above the lowest of the compared OMol25 structures with the same formula, charge and spin is 5.845 eV. For the HOMO energy (spin up / spin down), the calculation gives -9.0548 / -8.7275 eV.

Structure (ORCA input):
```
! wB97M-V def2-TZVPD RIJCOSX def2/J DEFGRID3
* xyz 0 1
C -0.9131 0.9802 -0.6768
C -0.2298 -0.7206 -2.1034
C -0.3514 0.6140 0.4434
C -0.0747 0.5794 1.8534
N -0.7310 0.4260 -1.9291
O 1.6042 -2.3961 -1.2664
O 1.2956 0.4905 2.1706
S 0.2746 -1.9103 -0.8524
H -1.5157 1.8895 -0.7452
H -0.0225 -1.0296 -3.1189
H -0.6332 -0.2711 2.2885
H -0.4254 1.4977 2.3501
H 1.7222 -0.1497 1.5862
*
```

=====

Density functional theory data (wB97M-V/def2-TZVPD) for a single C4H5NO2S2 molecule in a non-equilibrium geometry.

For the frontier orbital gap (spin up / spin down), the calculation gives 6.778 / 7.117 eV. Its energy above the lowest of the compared OMol25 structures with the same formula, charge and spin is 6.282 eV. For the HOMO energy (spin up / spin down), the calculation gives -8.5485 / -8.7278 eV.

Structure (ORCA input):
```
! wB97M-V def2-TZVPD RIJCOSX def2/J DEFGRID3
* xyz 0 1
C 2.7468 -0.2388 0.3573
C 1.5468 -0.5095 -0.4805
C 0.2191 -0.4221 0.0691
C -1.8377 0.4290 -0.2150
N -3.1493 0.3695 0.2100
O -3.7228 1.4242 0.4374
O -3.6484 -0.7458 0.3101
S 2.3745 1.1396 -0.7268
S -1.1342 -1.0180 -0.7139
H 2.6047 -0.0492 1.4128
H 3.6507 -0.7818 0.1171
H 1.6654 -1.1587 -1.3404
H 0.0929 0.1654 0.9619
H -1.4083 1.3961 -0.3991
*
```

=====

Density functional theory data (wB97M-V/def2-TZVPD) for a single C4H5NO3 molecule in a non-equilibrium geometry.

For the frontier orbital gap (spin up / spin down), the calculation gives 7.191 / 8.016 eV. Its energy above the lowest of the compared OMol25 structures with the same formula, charge and spin is 7.826 eV. For the HOMO energy (spin up / spin down), the calculation gives -8.3775 / -8.8033 eV.

Structure (ORCA input):
```
! wB97M-V def2-TZVPD RIJCOSX def2/J DEFGRID3
* xyz 0 1
C 0.8581 2.7962 0.5002
C 0.9091 1.5066 0.2967
C -0.2893 0.7900 -0.1030
C -0.9978 -1.6872 -0.3529
N -0.2539 -2.8975 -0.3753
O 0.9189 -2.8229 -0.2474
O -0.8678 -3.9780 -0.4389
O -0.2671 -0.5942 -0.1263
H 1.7332 3.3135 0.7563
H -0.0337 3.2447 0.3556
H 1.8022 0.8614 0.2873
H -1.3625 1.0465 -0.2307
H -2.1494 -1.5791 -0.3215
*
```

=====

Density functional theory data (wB97M-V/def2-TZVPD) for a single C4H5NO3 molecule in a non-equilibrium geometry.

For the frontier orbital gap, the calculation gives 9.111 eV. Its energy above the lowest of the compared OMol25 structures with the same formula, charge and spin is 7.453 eV. For the HOMO energy, the calculation gives -9.0669 eV.

Structure (ORCA input):
```
! wB97M-V def2-TZVPD RIJCOSX def2/J DEFGRID3
* xyz 0 1
C -0.1605 -0.6514 0.4938
C -1.3244 -0.9506 -0.3487
C -0.5617 0.3694 -0.7733
C 1.1745 -0.3951 0.3677
H -0.0219 0.7931 1.7242
H -1.2992 -1.6076 -1.2958
H -2.3792 -0.8970 0.1106
H -0.0239 0.3762 -1.6823
H 1.9986 1.4180 -0.4853
N 1.3250 1.0799 0.3032
O -0.7170 0.0083 1.6223
O -0.1264 1.5915 -0.0883
O 2.1160 -1.1347 0.0519
*
```

=====

Density functional theory data (wB97M-V/def2-TZVPD) for a single C4H5NO3 molecule in a non-equilibrium geometry.

For the frontier orbital gap, the calculation gives 10.407 eV. Its energy above the lowest of the compared OMol25 structures with the same formula, charge and spin is 3.938 eV. For the HOMO energy, the calculation gives -9.9641 eV.

Structure (ORCA input):
```
! wB97M-V def2-TZVPD RIJCOSX def2/J DEFGRID3
* xyz 0 1
C 2.0169 0.2545 0.0401
C -0.1612 -0.9265 -0.0555
C -1.5121 -0.3136 -0.1186
C -1.3081 1.1382 0.1362
H 2.4765 1.1534 -0.1521
H 0.1119 -1.2827 -1.0266
H -0.2482 -2.0035 0.4564
H -1.9170 1.8068 -0.6147
H -1.3409 1.5240 1.1913
N 0.7233 0.1198 0.3449
O 2.6395 -0.7493 -0.0376
O -2.4914 -0.9540 0.0178
O 0.0570 1.3344 -0.2654
*
```

=====

Density functional theory data (wB97M-V/def2-TZVPD) for a 2-piece molecular cluster, C4H5NO3 overall in a non-equilibrium geometry.

For the frontier orbital gap, the calculation gives 7.825 eV. Its energy above the lowest of the compared OMol25 structures with the same formula, charge and spin is 4.571 eV. For the HOMO energy, the calculation gives -7.8372 eV.

Structure (ORCA input):
```
! wB97M-V def2-TZVPD RIJCOSX def2/J DEFGRID3
* xyz 0 1
C -1.5089 -1.0004 0.3919
C -2.1148 0.2953 0.0785
C 2.1754 1.1564 0.3301
C 0.7062 -1.3971 -0.5128
N -0.3602 -1.3585 -0.0709
O -3.2495 0.5221 0.3534
O -1.2578 1.1842 -0.4570
O 1.5354 0.6350 -0.5269
H -1.7999 -1.6811 1.1390
H 2.9068 0.5955 0.8333
H 2.2498 2.1796 0.6388
H 1.2048 -1.9577 -1.2938
H -0.4873 0.8269 -0.9036
*
```

=====

Density functional theory data (wB97M-V/def2-TZVPD) for a single C4H5NO3 molecule in a non-equilibrium geometry.

For the frontier orbital gap, the calculation gives 8.738 eV. Its energy above the lowest of the compared OMol25 structures with the same formula, charge and spin is 2.570 eV. For the HOMO energy, the calculation gives -8.5213 eV.

Structure (ORCA input):
```
! wB97M-V def2-TZVPD RIJCOSX def2/J DEFGRID3
* xyz 0 1
C 1.7617 -0.7968 0.0404
C 0.4584 -0.2559 0.0722
C -1.1874 1.0862 0.0449
C -1.6726 -0.1681 -0.0160
H 2.5382 1.0565 0.2233
H 1.9142 -1.6292 -0.6057
H 1.9792 -1.2930 1.0929
H -1.5826 2.1396 -0.2121
H -3.6750 0.2112 -0.3510
N 0.2285 1.0526 0.0761
O 2.7694 0.1754 -0.2536
O -2.9390 -0.5209 -0.0784
O -0.5930 -1.0577 -0.0330
*
```

=====

Density functional theory data (wB97M-V/def2-TZVPD) for a 2-piece molecular cluster, C4H5NO3S overall in a non-equilibrium geometry.

For the frontier orbital gap, the calculation gives 9.775 eV. Its energy above the lowest of the compared OMol25 structures with the same formula, charge and spin is 1.827 eV. For the HOMO energy, the calculation gives -10.0020 eV.

Structure (ORCA input):
```
! wB97M-V def2-TZVPD RIJCOSX def2/J DEFGRID3
* xyz 0 1
C -1.7369 -0.6033 -0.2757
C -0.7034 -1.0904 0.5748
C 0.0934 0.0006 0.7617
C 1.3081 0.1514 1.5383
N -1.5196 0.6272 -0.6258
O 0.4186 2.1638 -2.3838
O 0.6690 -0.2871 -2.3464
O -0.4182 1.0114 0.0137
S -0.1803 0.8738 -2.6244
H -2.4563 -1.1344 -0.8254
H -0.4446 -2.1323 1.0490
H 1.1221 -0.1005 2.5779
H 1.8059 1.1202 1.4552
H 2.0422 -0.6004 1.1109
*
```